Entry from the OMol25 dataset: a molecular structure, C23H27ClLuN3O4 in a non-equilibrium geometry (ωB97M-V/def2-TZVPD).

Geometry (Å):
Lu: 0.185 -0.304 -0.377
C: -1.798 2.001 -1.134
C: -1.505 2.146 0.367
O: -0.226 1.570 0.681
C: 0.897 2.445 0.792
C: 1.642 2.544 -0.475
O: 1.787 1.214 -1.055
C: 2.234 1.235 -2.437
C: 2.046 -0.151 -2.990
O: 0.774 -0.708 -2.577
C: -0.352 -0.490 -3.477
C: -1.265 0.668 -3.054
O: -1.270 0.801 -1.606
H: -1.316 2.838 -1.711
H: -2.862 2.047 -1.327
H: -2.227 1.557 0.964
H: -1.489 3.191 0.671
H: 1.538 2.008 1.553
H: 0.581 3.412 1.194
H: 2.677 2.862 -0.300
H: 1.109 3.211 -1.211
H: 3.313 1.465 -2.409
H: 1.656 2.017 -2.941
H: 2.746 -0.861 -2.595
H: 2.095 -0.129 -4.093
H: -0.964 -1.393 -3.517
H: 0.008 -0.280 -4.499
H: -2.321 0.475 -3.373
H: -0.912 1.634 -3.439
C: -4.163 -2.052 -1.169
C: -4.723 -1.814 0.080
C: -3.915 -1.650 1.193
C: -2.499 -1.639 0.992
N: -1.935 -1.670 -0.293
C: -2.775 -2.101 -1.239
C: -1.564 -1.515 2.072
C: -1.940 -1.739 3.410
C: -0.928 -1.664 4.409
C: 0.390 -1.426 4.047
C: 0.684 -1.186 2.669
N: -0.307 -1.163 1.737
C: 2.039 -0.978 2.198
C: 3.112 -0.753 3.070
C: 4.394 -0.664 2.553
C: 4.573 -0.790 1.148
C: 3.465 -0.897 0.358
N: 2.200 -0.877 0.798
H: -4.732 -2.148 -2.081
H: -5.794 -1.738 0.143
H: -4.359 -1.524 2.177
H: -2.338 -2.575 -2.134
H: -2.947 -1.949 3.786
H: -1.198 -1.810 5.459
H: 1.186 -1.435 4.809
H: 2.911 -0.625 4.124
H: 5.211 -0.554 3.255
H: 5.564 -0.742 0.645
H: 3.650 -1.085 -0.733
Cl: -0.045 3.737 -3.108

Summary:
Kohn-Sham gap   0.20748 hartree
LUMO energy   -7.26 eV
Energy above the lowest of the compared OMol25 structures with the same formula, charge and spin   3.817 eV
Max |F|   3.1 eV/Å
Net charge   +2
HOMO   -12.90 eV

=====

Entry from the OMol25 dataset: a molecular structure, C23H27CrN8SSe3Te in a non-equilibrium geometry (ωB97M-V/def2-TZVPD).

Geometry (Å):
Cr: -0.203 0.195 -0.547
C: -0.942 -2.276 -4.695
N: -0.006 -2.882 -3.751
C: 0.238 -4.306 -3.902
C: 0.171 -2.250 -2.540
N: -0.485 -1.226 -2.158
N: 1.175 -2.789 -1.738
C: 1.642 -2.184 -0.550
N: 2.844 -2.861 -0.164
N: 1.134 -1.204 0.029
H: -0.765 -2.714 -5.678
H: -0.793 -1.197 -4.781
H: -1.987 -2.445 -4.417
H: 0.221 -4.543 -4.963
H: -0.519 -4.921 -3.402
H: 1.216 -4.608 -3.531
H: -1.231 -0.973 -2.796
H: 1.783 -3.467 -2.153
H: 2.748 -3.862 -0.048
H: 3.236 -2.431 0.658
H: 1.406 -1.067 1.542
Se: -0.997 1.856 -3.240
Se: -2.136 1.367 -5.166
Te: -4.376 2.309 -0.896
Se: -2.226 1.069 -1.305
C: 1.995 -2.013 3.467
N: 1.500 -0.946 2.627
C: 1.124 0.189 3.148
C: 0.470 1.258 2.559
C: 0.185 2.413 3.336
C: -0.594 3.226 2.560
C: -0.770 2.524 1.335
N: -0.135 1.360 1.299
C: 0.894 -2.896 4.027
C: 1.197 -3.823 5.023
C: 0.211 -4.655 5.538
C: -1.095 -4.563 5.061
C: -1.398 -3.643 4.067
C: -0.408 -2.812 3.551
H: 2.578 -1.598 4.292
H: 2.671 -2.634 2.881
H: 1.336 0.318 4.211
H: 0.531 2.579 4.349
H: -1.029 4.182 2.809
H: -1.382 2.844 0.507
H: 2.215 -3.892 5.398
H: 0.460 -5.374 6.310
H: -1.869 -5.205 5.466
H: -2.410 -3.568 3.686
H: -0.651 -2.097 2.773
S: 4.331 1.198 -2.338
C: 2.787 0.462 -2.077
N: 1.873 1.197 -1.594
C: 2.349 2.507 -1.412
C: 1.590 3.592 -0.979
C: 2.201 4.822 -0.856
C: 3.560 4.993 -1.171
C: 4.316 3.937 -1.631
C: 3.689 2.693 -1.755
H: 2.636 -0.584 -2.332
H: 0.539 3.462 -0.768
H: 1.616 5.671 -0.522
H: 4.017 5.970 -1.068
H: 5.358 4.069 -1.902

Summary:
Kohn-Sham gap (spin up / spin down)   0.17792 / 0.17894 hartree
Expectation value of S²   6.0286
LUMO energy (spin up / spin down)   1.94 / 1.93 eV
Energy above the lowest of the compared OMol25 structures with the same formula, charge and spin   1.554 eV
Max |F|   2.4 eV/Å
Net charge   -1
2S+1   5
HOMO (spin up / spin down)   -2.90 / -2.94 eV

=====

Entry from the OMol25 dataset: a molecular structure, C23H27N2O5Se3TeZr (ωB97M-V/def2-TZVPD).

Geometry (Å):
Zr: 1.082 1.337 -0.477
C: -0.815 4.416 0.056
O: -0.753 3.012 -0.292
C: -1.993 2.412 -0.439
C: -3.114 3.065 -0.928
C: -4.300 2.355 -1.038
C: -4.358 1.018 -0.664
C: -3.234 0.382 -0.168
C: -2.045 1.086 -0.051
N: -0.820 0.540 0.442
N: -1.028 -0.470 1.198
C: -0.075 -1.100 1.893
C: 1.252 -0.616 2.001
O: 1.680 0.342 1.259
C: 2.136 -1.199 2.954
C: 1.729 -2.258 3.695
C: 0.419 -2.823 3.578
C: 0.041 -3.934 4.353
C: -1.222 -4.458 4.246
C: -2.139 -3.877 3.361
C: -1.789 -2.790 2.593
C: -0.501 -2.244 2.687
H: -1.548 4.536 0.852
H: -1.089 5.003 -0.817
H: 0.171 4.699 0.403
H: -3.069 4.105 -1.216
H: -5.182 2.850 -1.420
H: -5.287 0.472 -0.758
H: -3.267 -0.657 0.125
H: 3.126 -0.774 3.048
H: 2.412 -2.706 4.408
H: 0.761 -4.365 5.037
H: -1.513 -5.311 4.844
H: -3.137 -4.287 3.281
H: -2.508 -2.347 1.919
C: 4.504 1.381 -1.094
O: 3.377 0.533 -0.797
C: 3.493 -0.705 -1.492
C: 2.458 -1.636 -0.938
O: 1.172 -1.006 -1.074
C: 0.108 -1.816 -1.619
C: -0.521 -1.109 -2.783
O: -1.100 0.069 -2.274
C: -1.797 0.805 -3.270
H: 5.417 0.804 -0.946
H: 4.438 1.740 -2.122
H: 4.476 2.212 -0.401
H: 3.349 -0.539 -2.565
H: 4.490 -1.122 -1.328
H: 2.469 -2.576 -1.488
H: 2.639 -1.836 0.118
H: 0.511 -2.783 -1.916
H: -0.633 -1.967 -0.833
H: 0.223 -0.879 -3.558
H: -1.286 -1.761 -3.224
H: -2.625 0.210 -3.665
H: -2.190 1.701 -2.795
H: -1.125 1.091 -4.083
Se: 2.296 3.243 0.878
Se: 2.966 4.657 -0.902
Te: 1.283 4.169 -2.702
Se: 1.588 1.707 -3.093

Summary:
Kohn-Sham gap   0.22842 hartree
LUMO energy   -3.97 eV
Energy above the lowest of the compared OMol25 structures with the same formula, charge and spin   0.653 eV
Max |F|   0.5 eV/Å
Net charge   +1
HOMO   -10.19 eV

=====

Entry from the OMol25 dataset: a single C23H27N3O3 molecule in a non-equilibrium geometry (ωB97M-V/def2-TZVPD).

Geometry (Å):
C: 2.545 3.129 8.138
H: 2.876 4.051 7.649
O: 3.144 1.994 7.562
C: 2.913 1.728 6.249
C: 2.113 2.498 5.406
C: 1.950 2.132 4.085
C: 2.577 0.997 3.576
C: 3.377 0.227 4.423
C: 3.541 0.588 5.740
H: 4.156 0.004 6.407
H: 3.866 -0.654 4.036
C: 2.397 0.638 2.190
N: 1.671 1.273 1.313
C: 1.810 0.577 0.145
C: 2.635 -0.490 0.369
O: 3.009 -0.452 1.674
C: 3.123 -1.575 -0.514
H: 4.180 -1.435 -0.746
H: 2.544 -1.557 -1.433
H: 3.009 -2.540 -0.024
C: 1.130 0.992 -1.115
N: 0.519 -0.147 -1.779
C: -0.554 -0.766 -1.009
C: -1.943 -0.349 -1.493
N: -2.121 -0.824 -2.846
C: -3.376 -0.844 -3.416
C: -4.438 -0.133 -2.856
C: -5.711 -0.175 -3.397
C: -5.956 -0.926 -4.526
C: -4.923 -1.658 -5.097
C: -3.651 -1.643 -4.554
O: -2.611 -2.402 -5.044
C: -2.859 -3.259 -6.127
H: -3.149 -2.705 -7.027
H: -3.632 -3.998 -5.892
H: -1.916 -3.772 -6.313
H: -5.135 -2.259 -5.967
H: -6.940 -0.961 -4.966
H: -6.505 0.391 -2.934
H: -4.266 0.476 -1.983
C: -0.910 -0.843 -3.644
C: 0.083 0.191 -3.125
H: -0.386 1.190 -3.167
H: 0.965 0.210 -3.774
H: -0.446 -1.836 -3.618
H: -1.153 -0.608 -4.681
H: -2.706 -0.802 -0.854
H: -2.037 0.747 -1.415
H: -0.436 -0.506 0.044
H: -0.462 -1.854 -1.102
H: 1.872 1.412 -1.802
H: 0.407 1.788 -0.869
H: 1.335 2.721 3.423
H: 1.615 3.383 5.771
H: 1.453 3.069 8.102
H: 2.870 3.138 9.178

Summary:
Kohn-Sham gap   0.29647 hartree
LUMO energy   0.76 eV
Energy above the lowest of the compared OMol25 structures with the same formula, charge and spin   3.949 eV
Max |F|   1.2 eV/Å
Net charge   0
SMILES   COc1ccc(-c2nc(CN3CCN(c4ccccc4OC)CC3)c(C)o2)cc1
HOMO   -7.30 eV

=====

Entry from the OMol25 dataset: a single C23H27N3O3S molecule in a non-equilibrium geometry (ωB97M-V/def2-TZVPD).

Geometry (Å):
C: -1.779 -1.111 3.620
H: -1.987 -0.076 3.880
C: -0.780 -1.182 2.470
H: 0.146 -0.681 2.752
H: -0.546 -2.224 2.245
C: -1.343 -0.522 1.212
C: -1.470 0.974 1.382
O: -0.619 1.669 1.891
N: -2.608 1.518 0.813
C: -2.863 2.850 0.546
C: -4.041 2.879 -0.142
C: -4.457 1.525 -0.257
N: -3.592 0.731 0.318
C: -5.675 1.012 -0.929
H: -5.629 1.238 -1.993
H: -5.740 -0.063 -0.796
H: -6.565 1.486 -0.518
H: -4.552 3.741 -0.519
C: -1.960 3.950 0.949
H: -1.838 3.973 2.031
H: -0.971 3.807 0.515
H: -2.368 4.899 0.610
H: -2.323 -0.933 0.963
C: -0.411 -0.717 -0.015
N: 0.919 -0.249 0.306
S: 2.087 -0.338 -0.888
O: 1.565 -1.087 -1.994
O: 2.624 0.974 -1.115
C: 3.307 -1.322 -0.036
C: 4.263 -0.699 0.742
C: 5.175 -1.470 1.441
C: 5.132 -2.860 1.369
C: 4.160 -3.464 0.579
C: 3.246 -2.698 -0.123
H: 2.492 -3.145 -0.752
H: 4.121 -4.541 0.513
C: 6.138 -3.685 2.111
H: 7.060 -3.750 1.534
H: 6.376 -3.235 3.071
H: 5.770 -4.695 2.274
H: 5.929 -0.992 2.049
H: 4.286 0.378 0.776
H: 0.925 0.648 0.774
C: -1.032 -0.046 -1.221
C: -2.048 -0.694 -1.911
C: -2.685 -0.075 -2.970
C: -2.314 1.203 -3.351
C: -1.294 1.850 -2.677
C: -0.655 1.230 -1.616
H: 0.150 1.742 -1.110
H: -0.992 2.843 -2.974
H: -2.813 1.691 -4.176
H: -3.473 -0.591 -3.499
H: -2.341 -1.690 -1.613
H: -0.318 -1.790 -0.217
H: -1.379 -1.611 4.500
H: -2.716 -1.591 3.346

Summary:
Kohn-Sham gap   0.35091 hartree
LUMO energy   0.75 eV
Energy above the lowest of the compared OMol25 structures with the same formula, charge and spin   1.567 eV
Max |F|   1.0 eV/Å
Net charge   0
SMILES   CC[C@@H](C(=O)n1nc(C)cc1C)[C@H](NS(=O)(=O)c1ccc(C)cc1)c1ccccc1
HOMO   -8.80 eV

=====

Entry from the OMol25 dataset: a molecular structure, C23H27N3O3S in a non-equilibrium geometry (ωB97M-V/def2-TZVPD).

Geometry (Å):
C: -6.678 -1.158 -0.845
C: -5.121 -1.300 -0.594
C: -4.408 -0.160 -0.025
C: -3.151 -0.475 0.271
C: -2.531 -1.832 -0.155
C: -3.351 -2.769 -0.548
C: -4.714 -2.623 -0.716
H: -5.209 -3.272 -1.465
H: -2.860 -3.590 -0.928
C: -1.135 -1.826 0.309
C: -0.529 -0.571 0.900
C: -1.244 0.571 1.117
O: -0.579 1.247 1.663
N: -2.446 0.633 0.932
H: -2.938 1.395 1.018
C: 0.935 -0.897 1.291
N: 1.834 -0.611 0.072
C: 2.440 0.680 0.036
N: 2.186 1.828 0.719
H: 1.142 1.687 1.350
C: 2.541 3.058 0.577
H: 2.627 3.572 1.824
C: 1.632 4.107 -0.060
C: 0.268 4.359 0.810
H: 0.357 5.466 0.850
C: -0.652 4.212 -0.462
H: -1.695 3.701 -0.066
C: -0.071 3.296 -1.394
H: -0.534 3.143 -2.285
O: 1.306 3.375 -1.290
H: -0.289 2.234 -1.021
H: -0.875 5.104 -1.120
H: 0.178 3.608 1.434
H: 2.171 4.786 -0.365
H: 3.509 2.940 0.143
S: 3.816 1.104 -1.029
C: 2.075 -1.483 -1.135
C: 2.926 -2.553 -0.167
C: 4.255 -2.577 -0.212
C: 4.427 -3.765 0.429
C: 3.423 -4.599 0.594
O: 2.214 -3.659 0.216
H: 2.968 -5.535 0.824
H: 5.450 -4.422 0.648
H: 4.867 -1.782 -0.529
H: 2.686 -1.080 -1.834
H: 1.170 -2.024 -1.226
H: 1.391 -0.396 2.070
H: 1.292 -1.811 1.290
H: -0.821 -2.658 0.154
C: -5.175 1.118 0.290
H: -4.661 1.926 -0.226
H: -4.970 1.315 1.313
H: -6.176 1.012 0.138
H: -6.772 -0.417 -1.525
H: -7.276 -0.853 0.172
H: -7.122 -2.140 -1.442

Summary:
Kohn-Sham gap   0.24389 hartree
LUMO energy   -0.47 eV
Energy above the lowest of the compared OMol25 structures with the same formula, charge and spin   19.507 eV
Max |F|   19.9 eV/Å
Net charge   0
HOMO   -7.10 eV

=====

Entry from the OMol25 dataset: a molecular structure, C23H27N3O3STl (ωB97M-V/def2-TZVPD).

Geometry (Å):
Tl: 0.670 -0.379 -0.609
N: 4.614 1.029 1.612
C: 3.471 0.627 0.992
O: 3.419 0.564 -0.228
C: 2.312 0.276 1.896
C: 0.987 0.779 1.334
H: 5.435 1.166 1.048
H: 4.693 0.995 2.611
H: 2.542 0.628 2.911
H: 2.281 -0.821 1.938
H: 0.987 1.867 1.232
H: 0.172 0.485 1.998
O: -2.619 -1.443 -1.584
S: -2.942 -0.220 -0.892
O: -4.165 0.451 -1.286
N: -1.671 0.717 -0.882
C: -1.708 2.081 -0.802
C: -2.785 2.865 -0.420
C: -2.691 4.265 -0.342
C: -1.538 4.932 -0.636
C: -0.409 4.184 -1.046
C: 0.817 4.801 -1.379
C: 1.875 4.046 -1.788
C: 1.703 2.650 -1.870
N: 0.582 2.050 -1.568
C: -0.484 2.776 -1.141
C: -3.181 -0.722 0.811
C: -2.700 0.044 1.859
C: -2.928 -0.360 3.168
C: -3.630 -1.526 3.426
C: -4.105 -2.294 2.370
C: -3.883 -1.893 1.064
H: -3.724 2.390 -0.186
H: -3.570 4.818 -0.033
H: -1.470 6.011 -0.571
H: 0.896 5.880 -1.302
H: 2.828 4.489 -2.045
H: 2.524 2.012 -2.173
H: -2.130 0.939 1.651
H: -2.540 0.234 3.987
H: -3.797 -1.846 4.447
H: -4.640 -3.214 2.567
H: -4.227 -2.491 0.231
C: 1.222 -4.836 -0.835
C: 1.549 -3.374 -1.197
C: 3.012 -3.091 -0.858
C: 1.338 -3.200 -2.707
C: 0.615 -2.537 -0.320
H: 1.951 -5.516 -1.291
H: 0.228 -5.108 -1.195
H: 1.245 -4.979 0.246
H: 3.694 -3.713 -1.449
H: 3.197 -3.284 0.201
H: 3.249 -2.043 -1.053
H: 1.862 -3.973 -3.285
H: 1.710 -2.222 -3.018
H: 0.275 -3.240 -2.947
H: -0.416 -2.726 -0.662

Summary:
Kohn-Sham gap   0.21603 hartree
LUMO energy   2.59 eV
Energy above the lowest of the compared OMol25 structures with the same formula, charge and spin   0.143 eV
Max |F|   0.6 eV/Å
Net charge   -1
HOMO   -3.29 eV

=====

Entry from the OMol25 dataset: a single C23H27N3O4S molecule (ωB97M-V/def2-TZVPD).

Geometry (Å):
C: -5.304 -2.521 -1.915
H: -4.844 -2.722 -0.942
O: -5.428 -1.138 -2.152
C: -4.301 -0.378 -2.176
C: -3.011 -0.860 -2.007
C: -1.917 0.005 -2.029
C: -2.113 1.384 -2.228
C: -3.412 1.853 -2.417
C: -4.485 0.989 -2.387
H: -5.490 1.357 -2.519
H: -3.597 2.903 -2.576
O: -1.006 2.164 -2.266
C: -1.152 3.546 -2.491
H: -0.140 3.949 -2.486
H: -1.734 4.023 -1.697
H: -1.617 3.749 -3.461
C: -0.548 -0.501 -1.804
O: 0.279 0.094 -1.153
C: -0.226 -1.830 -2.462
H: -0.885 -2.619 -2.104
H: -0.296 -1.748 -3.547
S: 1.473 -2.322 -2.047
C: 1.201 -2.395 -0.324
N: 0.070 -2.765 0.209
C: 0.257 -2.631 1.562
C: -0.614 -2.867 2.619
C: -0.146 -2.627 3.894
C: 1.149 -2.162 4.129
C: 2.032 -1.923 3.094
C: 1.568 -2.165 1.812
N: 2.156 -2.028 0.575
C: 3.453 -1.478 0.312
H: 3.594 -1.416 -0.771
H: 4.236 -2.116 0.734
C: 3.605 -0.070 0.928
O: 4.615 0.237 1.529
N: 2.537 0.710 0.732
H: 1.786 0.383 0.138
C: 2.382 2.072 1.243
C: 2.549 2.062 2.765
H: 2.391 3.060 3.165
H: 3.550 1.732 3.025
H: 1.828 1.383 3.216
C: 0.974 2.530 0.869
H: 0.822 2.460 -0.205
H: 0.820 3.560 1.182
H: 0.231 1.904 1.359
C: 3.433 2.978 0.596
H: 3.310 2.985 -0.484
H: 3.335 3.995 0.968
H: 4.427 2.611 0.834
H: 3.031 -1.558 3.272
H: 1.467 -1.984 5.146
H: -0.798 -2.801 4.738
H: -1.615 -3.225 2.438
H: -2.841 -1.904 -1.808
H: -4.723 -3.012 -2.703
H: -6.320 -2.911 -1.921

Summary:
Kohn-Sham gap   0.30443 hartree
LUMO energy   0.18 eV
Energy above the lowest of the compared OMol25 structures with the same formula, charge and spin   1.547 eV
Max |F|   0.8 eV/Å
Net charge   0
SMILES   COc1ccc(OC)c(C(=O)CSc2nc3ccccc3n2CC(=O)NC(C)(C)C)c1
HOMO   -8.10 eV